ORCA calculation (ωB97M-V with the def2-TZVPD basis set) on a structure of composition C24H48F3NO6Si2 at a distorted geometry.

Results
HOMO-LUMO gap (eV): 9.657
Net charge: 0
E_tot (a.u.): -2328.0044

Last column: Mulliken charge in e.
Atoms and positions in Å:
C 3.04 -1.08 3.27  -0.2346
C 2.21 -1.80 2.79  -0.2184
C 1.31 -2.75 2.12  -0.6784
Si 1.16 -2.23 0.29  0.2956
O -0.36 -1.62 -0.14  -0.1821
Si -1.10 -0.58 0.94  0.1835
C -0.70 1.23 0.68  0.2732
C 0.78 1.52 1.08  -0.8140
C 1.00 2.96 1.57  -0.6101
N 0.74 3.08 3.02  -0.5457
C -2.99 -0.82 0.68  -0.5729
O -3.78 -0.11 1.66  -0.3732
C -3.73 -0.61 2.89  0.7588
F -3.46 -1.89 2.98  -0.2745
F -4.94 -0.44 3.43  -0.3135
F -2.91 0.08 3.68  -0.1366
H 3.84 -0.39 3.40  0.4024
H 1.81 -3.72 2.15  0.4776
H 0.36 -2.84 2.65  0.3672
H 1.35 -3.46 -0.51  -0.2800
H 2.24 -1.31 -0.11  -0.1243
H -0.80 -0.88 2.35  -0.1640
H -0.93 1.60 -0.32  0.4788
H -1.34 1.82 1.36  -0.0964
H 1.42 1.29 0.23  0.4159
H 1.03 0.87 1.93  0.2345
H 0.36 3.67 1.02  0.2565
H 2.05 3.21 1.40  0.3937
H 0.38 3.99 3.26  0.2593
H 0.09 2.35 3.30  0.1146
H -3.20 -0.35 -0.28  0.3120
H -3.27 -1.87 0.55  0.4073
C -4.73 4.65 2.73  -0.6175
C -5.08 3.20 2.46  -0.3805
C -4.44 2.97 1.10  0.3023
O -3.29 3.83 1.04  -0.4129
C -3.33 4.75 2.13  -0.3383
H -4.75 4.92 3.79  0.3577
H -5.41 5.31 2.19  0.2597
H -4.61 2.55 3.20  0.0150
H -6.15 3.00 2.46  0.4072
H -5.12 3.26 0.28  0.3347
H -4.13 1.94 0.95  -0.3434
H -2.57 4.45 2.86  0.1596
H -3.10 5.75 1.77  0.3077
C -1.12 -0.92 6.47  -0.3120
C -1.16 -0.49 7.93  -0.6243
C 0.30 -0.15 8.19  -0.5205
O 0.84 0.31 6.95  -0.4428
C -0.08 0.03 5.89  0.3111
H -2.08 -0.84 5.96  0.1696
H -0.77 -1.95 6.39  0.2922
H -1.78 0.41 8.03  0.2729
H -1.55 -1.25 8.60  0.3757
H 0.86 -1.04 8.50  0.2827
H 0.42 0.62 8.95  0.2925
H -0.53 0.97 5.57  -0.0455
H 0.46 -0.40 5.05  -0.0818
C 1.43 -3.17 -5.59  -0.4095
C 0.78 -1.89 -5.08  -0.3820
C 1.22 -1.87 -3.63  -0.2539
O 2.51 -2.52 -3.59  -0.4425
C 2.75 -3.17 -4.84  -0.2114
H 1.55 -3.19 -6.67  0.1633
H 0.83 -4.03 -5.30  0.3105
H 1.18 -1.03 -5.61  0.1584
H -0.31 -1.88 -5.19  0.3719
H 0.54 -2.44 -2.99  0.0949
H 1.31 -0.86 -3.23  0.2191
H 3.51 -2.59 -5.38  0.0242
H 3.13 -4.17 -4.66  0.2880
C 3.99 -1.31 -9.53  -0.5941
C 4.93 -1.17 -8.35  -0.4672
C 4.22 -0.13 -7.51  -0.4172
O 2.82 -0.28 -7.74  -0.3830
C 2.63 -1.15 -8.87  -0.1647
H 4.09 -2.25 -10.07  0.3443
H 4.16 -0.50 -10.24  0.2587
H 4.98 -2.12 -7.80  0.2155
H 5.94 -0.89 -8.62  0.3568
H 4.51 0.89 -7.81  0.2925
H 4.42 -0.24 -6.44  0.2607
H 2.26 -2.11 -8.50  0.0390
H 1.88 -0.73 -9.54  0.2945

---

ORCA calculation (ωB97M-V with the def2-TZVPD basis set) on the molecule C5H8O at a distorted geometry.

Results
HOMO-LUMO gap (eV): 9.767
Net charge: 0
E_tot (a.u.): -270.3939
Energy above the lowest of the compared OMol25 structures with the same formula, charge and spin (eV): 4.4612

Last column: Mulliken charge in e.
Atoms and positions in Å:
C 0.77 -0.58 1.76  -1.2362
C 0.17 -0.21 0.42  0.5865
C 0.38 -0.59 -0.83  -0.2185
C -0.21 -0.07 -2.01  -0.4585
O -1.30 1.28 -0.98  -0.5859
C -0.97 1.01 0.31  -0.3404
H 1.40 0.25 2.11  0.3018
H 1.40 -1.49 1.74  0.3328
H -0.02 -0.73 2.50  0.3126
H 1.00 -1.14 -1.63  0.1920
H -0.78 -0.81 -2.59  0.3162
H 0.40 0.62 -2.59  0.2813
H -1.80 0.64 0.95  0.2689
H -0.43 1.83 0.84  0.2473

---

ORCA calculation (ωB97M-V with the def2-TZVPD basis set) on a cluster of 6 separate species, C54H61F2N8O14P in total at a distorted geometry.

Results
HOMO-LUMO gap (eV): 7.495
Net charge: 0
E_tot (a.u.): -4126.3492
SMILES: COCCCCCc1c(CCCF)cc2nc(CCF)c(CCCCOC=O)nc2c1P(N)O.O=[N+]([O-])c1ccccc1.O=[N+]([O-])c1ccccc1.O=[N+]([O-])c1ccccc1.O=[N+]([O-])c1ccccc1.O=[N+]([O-])c1ccccc1

Last column: Mulliken charge in e.
Atoms and positions in Å:
C -4.66 -4.15 -2.57  -0.9109
O -4.21 -3.65 -1.34  -0.2388
C -5.26 -3.43 -0.38  -0.6908
C -5.27 -1.96 0.02  -0.0700
C -4.33 -1.67 1.18  -1.2508
C -2.88 -2.07 0.91  1.3459
C -1.96 -1.71 2.07  -2.6446
C -0.54 -1.59 1.58  -0.2229
C -0.06 -0.29 1.17  0.9171
C -0.91 0.96 1.20  -0.7557
C -0.30 2.04 2.13  -1.2543
C 0.35 3.19 1.37  -0.2942
F 0.04 4.43 1.95  -0.3282
C 1.23 -0.17 0.73  -0.7513
C 2.10 -1.27 0.64  -0.4929
N 3.37 -1.08 0.19  -0.3941
C 4.14 -2.13 0.08  0.2950
C 5.53 -1.82 -0.40  -0.4414
C 5.58 -1.65 -1.91  -0.3051
F 5.09 -2.77 -2.56  -0.4150
C 3.67 -3.44 0.38  0.6010
C 4.50 -4.69 0.20  -0.7388
C 4.50 -5.57 1.46  -0.8188
C 5.87 -6.20 1.73  -1.0045
C 6.93 -5.15 2.00  -0.4222
O 8.02 -5.30 1.06  -0.3509
C 8.66 -4.17 0.72  0.1340
O 9.19 -3.44 1.49  -0.4861
N 2.45 -3.63 0.82  -0.2117
C 1.63 -2.55 0.99  -0.3956
C 0.30 -2.70 1.49  1.1290
P -0.41 -4.34 2.02  0.1587
N -0.89 -5.00 0.48  -0.5079
O 0.88 -5.28 2.37  -0.4189
H -3.78 -4.35 -3.19  0.2285
H -5.28 -3.42 -3.10  0.3617
H -5.22 -5.08 -2.47  0.3556
H -5.09 -4.08 0.48  0.2379
H -6.21 -3.69 -0.86  0.4736
H -5.01 -1.35 -0.84  0.2553
H -6.28 -1.72 0.35  0.1406
H -4.67 -2.25 2.05  0.2916
H -4.35 -0.62 1.47  0.3585
H -2.50 -1.57 0.01  -0.1018
H -2.84 -3.14 0.74  0.3788
H -2.27 -0.77 2.51  0.7646
H -2.04 -2.45 2.86  0.6090
H -1.93 0.76 1.49  0.1786
H -0.89 1.35 0.19  0.3757
H -1.04 2.47 2.78  0.6412
H 0.48 1.58 2.74  0.5413
H 1.44 3.12 1.41  0.2448
H 0.05 3.22 0.33  0.3189
H 1.62 0.80 0.43  0.5368
H 5.75 -0.83 0.01  0.5062
H 6.30 -2.48 -0.03  -0.0938
H 4.95 -0.80 -2.17  0.0507
H 6.60 -1.42 -2.21  0.4870
H 4.01 -5.24 -0.60  0.3356
H 5.51 -4.44 -0.10  0.5675
H 3.71 -6.31 1.43  0.3241
H 4.25 -4.94 2.32  0.4850
H 5.79 -6.87 2.58  0.3874
H 6.17 -6.77 0.86  0.3792
H 7.34 -5.27 3.01  0.4518
H 6.53 -4.14 1.94  0.2619
H 8.64 -3.97 -0.35  0.4269
H -1.10 -4.24 -0.17  0.1671
H -0.16 -5.54 0.04  0.3527
H 1.38 -5.53 1.59  0.2661
C -4.14 7.62 0.06  -0.6338
C -5.00 6.73 -0.57  -0.3868
C -4.89 5.37 -0.33  -0.4087
C -3.93 4.94 0.56  0.2194
C -3.06 5.81 1.20  -0.2598
C -3.17 7.16 0.94  -0.4450
N -3.79 3.50 0.84  0.9715
O -4.50 2.72 0.23  -0.6231
O -2.95 3.17 1.65  -0.5146
H -4.22 8.68 -0.14  0.4002
H -5.75 7.09 -1.26  0.3706
H -5.55 4.66 -0.81  0.4825
H -2.31 5.43 1.88  0.4214
H -2.50 7.85 1.42  0.3908
C 4.22 7.67 2.51  -0.5369
C 3.86 8.99 2.71  -0.3760
C 2.61 9.44 2.31  -0.5304
C 1.75 8.55 1.71  0.1737
C 2.09 7.22 1.49  -0.3612
C 3.34 6.79 1.90  -0.3084
N 0.42 9.01 1.29  1.0273
O 0.13 10.18 1.47  -0.6237
O -0.32 8.19 0.77  -0.6075
H 5.19 7.32 2.82  0.4224
H 4.55 9.68 3.19  0.3755
H 2.32 10.47 2.46  0.4471
H 1.39 6.55 1.02  0.4239
H 3.62 5.76 1.74  0.4426
C 2.38 -1.73 -3.02  -0.3724
C 1.58 -2.03 -1.93  0.2104
C 0.22 -1.76 -1.97  0.5914
C -0.31 -1.20 -3.11  -1.2921
C 0.47 -0.89 -4.21  -0.4653
C 1.83 -1.15 -4.16  -1.2006
N -1.76 -0.94 -3.18  0.9729
O -2.42 -1.22 -2.20  -0.5170
O -2.20 -0.47 -4.21  -0.6477
H 3.44 -1.94 -2.98  1.1198
H 2.02 -2.48 -1.04  0.0189
H -0.41 -1.99 -1.12  0.3026
H 0.02 -0.45 -5.09  0.5517
H 2.45 -0.91 -5.01  0.4439
C -12.17 -4.87 -1.36  -0.4201
C -12.05 -3.50 -1.55  -0.4467
C -10.99 -2.80 -1.00  -0.3129
C -10.06 -3.51 -0.25  0.0645
C -10.16 -4.87 -0.04  -0.3019
C -11.22 -5.55 -0.61  -0.4849
N -8.92 -2.78 0.33  1.0826
O -8.86 -1.58 0.15  -0.6233
O -8.10 -3.42 0.95  -0.5694
H -12.99 -5.41 -1.80  0.3785
H -12.78 -2.97 -2.14  0.3690
H -10.88 -1.74 -1.14  0.4533
H -9.41 -5.39 0.55  0.4506
H -11.32 -6.62 -0.46  0.3695
C 5.79 2.26 -2.79  -0.6574
C 6.80 3.12 -3.21  -0.3895
C 7.32 4.07 -2.34  -0.5385
C 6.81 4.14 -1.06  -0.0344
C 5.81 3.29 -0.62  -0.3638
C 5.30 2.35 -1.49  -0.1023
N 7.36 5.13 -0.12  1.0651
O 8.23 5.88 -0.54  -0.6111
O 6.91 5.15 1.01  -0.6201
H 5.39 1.52 -3.47  0.4275
H 7.18 3.06 -4.22  0.3925
H 8.10 4.75 -2.66  0.4655
H 5.44 3.37 0.39  0.4714
H 4.51 1.68 -1.16  0.5054

---

ORCA calculation (ωB97M-V with the def2-TZVPD basis set) on the molecule C21H22N4O3 at a distorted geometry.

Results
HOMO-LUMO gap (eV): 8.691
Net charge: 0
E_tot (a.u.): -1258.2135
SMILES: O=C(Cn1nc(Cc2cccnc2)c2ccccc2c1=O)NC[C@@H]1CCCO1
Energy above the lowest of the compared OMol25 structures with the same formula, charge and spin (eV): 1.5079

Last column: Mulliken charge in e.
Atoms and positions in Å:
O 0.54 4.15 0.41  -0.6748
C 0.44 3.03 0.86  0.6888
N 1.38 2.07 0.73  0.0525
H 1.15 1.14 1.06  0.0654
C 2.41 2.11 -0.28  -1.2914
H 2.60 3.15 -0.54  0.5001
H 3.31 1.66 0.14  0.3243
C 1.97 1.33 -1.53  0.1714
C 0.90 2.06 -2.38  -0.8390
H 1.35 2.43 -3.30  0.3503
C -0.17 1.00 -2.64  -0.2837
H -1.07 1.21 -2.07  -0.1246
C 0.50 -0.29 -2.14  -0.5415
H 1.08 -0.77 -2.95  0.3789
H -0.20 -1.02 -1.73  0.1854
O 1.37 0.11 -1.11  -0.0061
H -0.44 0.93 -3.69  0.4704
H 0.49 2.91 -1.84  0.2980
H 2.85 1.11 -2.14  0.4805
C -0.77 2.58 1.70  -0.9806
N -1.22 1.26 1.31  0.5193
N -0.49 0.25 1.80  -1.0117
C -0.73 -0.98 1.47  0.5718
C -1.80 -1.33 0.57  0.9733
C -2.13 -2.63 0.19  -0.6137
C -3.16 -2.86 -0.70  -0.7801
C -3.90 -1.80 -1.23  -0.6326
C -3.60 -0.51 -0.85  -0.6900
C -2.56 -0.26 0.04  0.4025
C -2.26 1.13 0.41  0.4636
O -2.85 2.10 -0.01  -0.7311
H -4.15 0.34 -1.24  0.5069
H -4.70 -1.99 -1.92  0.4206
H -3.40 -3.87 -0.99  0.4403
H -1.59 -3.47 0.59  0.3673
C 0.23 -1.99 2.05  -1.8074
C 1.44 -2.05 1.16  0.9677
C 2.56 -1.26 1.42  -0.2636
C 3.64 -1.32 0.56  -0.3470
C 3.56 -2.16 -0.53  -0.4537
N 2.52 -2.92 -0.79  -0.6922
C 1.49 -2.86 0.03  -0.2493
H 0.66 -3.51 -0.22  0.3668
H 4.38 -2.24 -1.24  0.4161
H 4.52 -0.72 0.74  0.4866
H 2.57 -0.62 2.29  0.2717
H -0.24 -2.97 2.14  0.6042
H 0.52 -1.65 3.04  0.4695
H -0.48 2.56 2.75  0.3706
H -1.58 3.28 1.54  0.4296